(1)
C4H2OS | wB97M-V/def2-TZVPD

As for the total energy: -17057.6949 eV. As for the LUMO energy: -0.0589 Ha. The charge is 0. The value obtained for the energy relative to the best compared isomer or geometry (same formula, charge and spin) is 200.76 kJ/mol. The highest occupied orbital energy is -9.23 eV.

```
8
Properties=species:S:1:pos:R:3:nbo_charge:R:1
S 2.539 -0.870 0.027 0.33
O -0.537 1.645 -0.010 -0.50
C 0.886 -0.321 -0.064 -0.21
C -1.131 0.617 -0.087 0.41
C 1.817 0.699 0.015 -0.03
C -0.384 -0.632 0.144 -0.34
H -0.910 -1.530 0.299 0.23
H -2.278 0.393 -0.323 0.11
```

---

(2)
C20H25N2O6S2 | wB97M-V/def2-TZVPD

As for the total energy: -58080.5956 eV. As for the LUMO energy: 0.0638 Ha. The charge is -1. The highest occupied orbital energy is -3.47 eV.

```
55
Properties=species:S:1:pos:R:3:nbo_charge:R:1
S 1.487 2.815 1.185 -0.35
S -0.857 1.925 -0.092 -0.26
O 3.943 -2.230 -3.172 -0.41
O -2.527 -1.436 3.490 -0.52
O -0.629 -2.955 0.313 -0.62
O -2.745 -2.614 0.976 -0.51
O 5.300 -2.287 -1.448 -0.41
O -2.551 0.665 2.640 -0.58
N 1.210 3.044 -1.478 -0.49
N 4.180 -2.053 -1.954 0.50
C 0.648 2.658 -0.270 -0.09
C 2.360 -0.851 1.041 -0.19
C 3.137 -1.559 -1.120 0.05
C 2.434 4.169 -3.851 -0.40
C -3.717 -2.092 5.439 -0.62
C -2.143 -0.481 2.616 0.79
C 0.850 -0.862 -0.868 -0.17
C -3.513 -0.976 4.448 -0.07
C 0.379 3.833 -2.389 -0.22
C 0.947 3.824 -3.812 -0.40
C -1.447 -2.264 0.902 0.79
C -4.449 -4.188 0.519 -0.62
C 1.060 -0.673 0.510 0.00
C 2.614 3.436 -1.444 -0.22
C 3.387 -1.321 0.241 -0.20
C -0.037 -0.239 1.385 -0.03
C 1.874 -1.298 -1.687 -0.19
C 3.227 3.346 -2.841 -0.40
C -1.143 -0.975 1.610 -0.33
C -3.020 -3.821 0.230 -0.07
H -4.724 -5.072 -0.060 0.21
H 4.268 3.686 -2.790 0.20
H -4.581 -4.432 1.578 0.21
H -2.861 -3.622 -0.840 0.19
H -4.025 -3.022 4.949 0.21
H 0.374 4.535 -4.418 0.20
H -4.441 -0.746 3.905 0.19
H -0.636 3.417 -2.371 0.24
H 0.790 2.829 -4.245 0.20
H -2.335 -4.614 0.556 0.19
H 1.729 -1.453 -2.751 0.24
H 3.247 2.293 -3.150 0.20
H 0.319 4.880 -2.033 0.16
H -0.128 -0.615 -1.286 0.24
H -2.801 -2.285 6.008 0.21
H 0.136 0.612 2.048 0.28
H 2.528 -0.625 2.096 0.22
H 2.719 4.464 -1.052 0.17
H -5.142 -3.383 0.259 0.21
H 2.827 3.989 -4.855 0.20
H 3.164 2.773 -0.760 0.24
H -4.496 -1.813 6.152 0.21
H 4.384 -1.504 0.629 0.24
H -3.141 -0.069 4.944 0.20
H 2.569 5.235 -3.633 0.19
```